No. 1
Molecular formula: CH7N2O2P
Method: DFT, ωB97M-V/def2-TZVPD

Each line ends with the natural charge from an NBO analysis.
Geometry (Å):
H -0.0969 1.1181 1.8323  0.234
H -0.6636 1.9778 0.3384  0.231
H 0.4446 -0.2906 -2.2569  0.413
H 1.6695 -1.9841 0.8268  0.499
P 1.1657 0.1435 0.0552  2.144
N -1.5612 0.1111 0.6336  -0.805
H -1.5196 -0.0935 -0.3788  0.332
H 2.0642 0.0257 -2.0526  0.411
C -0.4367 0.9552 0.8040  -0.514
O 2.3764 0.7202 0.6858  -1.085
H -1.4830 -0.8135 0.8982  0.371
O 0.8704 -1.5474 0.5523  -1.020
N 1.1897 0.1700 -1.6259  -1.211

HOMO-LUMO gap: 9.867 eV
structure (SMILES): NC[P@@](N)(=O)O
LUMO: 0.5007 eV
largest force on an atom: 0.067 hartree/bohr
charge: 0

No. 2
Molecular formula: H3NO3Si
Method: DFT, ωB97M-V/def2-TZVPD

Each line ends with the natural charge from an NBO analysis.
Geometry (Å):
Si -1.1466 0.5662 -0.0039  1.536
O 2.3433 0.6602 -0.0468  -0.280
N 1.3283 0.0198 -0.1873  0.303
H -1.4460 1.1766 -1.3274  -0.187
H -1.2520 1.4114 1.3713  -0.169
H 0.1043 -1.4939 0.1514  0.535
O -1.1738 -0.9980 0.1458  -1.231
O 1.2426 -1.3422 -0.1030  -0.508

HOMO-LUMO gap: 9.836 eV
structure (SMILES): O=[SiH2].O=NO
LUMO: -0.5918 eV
largest force on an atom: 0.061 hartree/bohr
charge: 0

No. 3
Molecular formula: C37H35AsN6O4Ru
Method: DFT, ωB97M-V/def2-TZVPD

Each line ends with the Löwdin charge.
Geometry (Å):
C -0.1529 -2.3116 -1.7200  0.275
C -0.0177 3.7028 -2.6822  -0.082
C -0.8704 -3.4680 -1.6524  -0.239
C -2.1110 0.8151 -2.3979  -0.036
H 0.4739 4.9297 -4.3600  0.125
C -2.9961 -4.6118 -1.8428  -0.020
H -4.5109 -1.2926 0.9984  0.115
H -6.2968 0.0423 4.6579  0.124
O 2.9276 1.0530 -2.9686  0.088
O 1.1191 0.7396 -1.7137  -0.215
H 0.7839 2.0490 2.9158  0.013
C 4.8008 2.9519 0.2740  0.047
H 2.0121 4.0410 1.8588  0.121
C 2.4466 -0.5411 1.3499  -0.264
C -2.0679 2.7086 1.8692  -0.129
N -2.9920 2.5681 2.8146  0.147
C -2.7811 0.7916 0.7457  -0.300
C -0.3935 -1.5678 1.8235  -0.247
H -4.8320 2.0252 4.6700  0.128
C -3.8436 1.4619 2.8429  -0.165
C 3.5213 -4.0587 -0.8840  -0.090
C -5.4891 -0.7571 2.8305  -0.040
H 2.3605 -3.1138 2.1508  0.118
H -1.4134 3.5673 1.9466  0.150
As 0.5730 0.0570 1.3682  1.147
H -0.4655 -6.8197 -1.1549  0.129
C -5.5786 0.1839 3.8620  -0.030
N -1.7787 0.6084 -1.1722  -0.186
H 2.6878 -0.7282 2.3976  0.087
H -2.7671 -2.4907 -2.0541  0.118
H 3.9954 -2.7075 -2.4861  0.119
C 2.6812 -3.0241 1.1187  -0.060
O 3.8269 4.7408 3.1752  0.087
H -2.8880 -6.7359 -1.5663  0.134
H -0.7982 3.4972 -5.9612  0.127
C 0.5212 1.0034 3.0689  -0.259
C -4.5841 -0.5813 1.8097  -0.006
H 0.5405 4.2971 -1.9708  0.121
H -4.0626 -4.6226 -2.0164  0.126
H -6.1413 -1.6191 2.8355  0.119
C -2.2859 -3.4450 -1.8744  0.030
C -3.7419 0.5368 1.8050  -0.096
H 0.9220 -2.2872 -1.5590  0.086
H -0.6385 -1.3714 -1.9497  0.067
C -0.0541 4.0490 -4.0243  -0.005
C 2.7696 -1.7607 0.5323  -0.294
C -0.2131 -4.7104 -1.3832  0.050
C -0.9412 -5.8692 -1.3498  -0.012
H -1.4532 -1.4480 1.6053  0.006
C 3.2424 -1.6677 -0.7756  -0.047
H 3.3513 -0.7039 -1.2539  0.094
C 3.0576 -4.1638 0.4216  -0.084
H 3.0206 -5.1287 0.9114  0.113
C 2.0407 2.8245 0.0659  -0.112
H 3.0361 0.3180 1.0276  0.068
H -0.2636 -1.7864 2.8831  0.047
C 3.6095 -2.8070 -1.4798  -0.062
C -4.7631 1.2939 3.8745  0.009
C -1.4341 2.1437 -4.4198  0.018
H 1.2214 0.5656 3.7787  0.044
H -3.0675 3.2704 3.5358  0.174
H -2.0090 1.5020 -5.0733  0.129
H 4.8131 1.7877 -1.5378  0.135
H -3.0228 0.3937 -2.8076  0.142
N -1.8996 1.8797 0.8765  -0.015
H 3.8437 -4.9411 -1.4219  0.113
H 0.0013 -2.4013 1.2440  0.008
Ru -0.2394 1.5479 -0.4376  0.895
N 4.5902 4.2627 2.3601  -0.347
C 3.9828 3.5523 1.2116  -0.122
O 5.7953 4.3349 2.3916  0.117
H 0.8572 -4.7042 -1.2164  0.111
H -0.4830 0.9362 3.4891  0.025
C 2.2613 1.2968 -1.9865  -0.624
C -2.3196 -5.8136 -1.5845  0.036
H 0.9410 2.9446 0.0026  0.042
C -0.7633 3.2546 -4.9083  -0.011
C 2.6044 3.5191 1.1212  0.004
N -0.6468 2.6315 -2.2033  -0.011
N -2.7212 0.0489 -0.3131  0.110
C -1.3494 1.8597 -3.0695  -0.243
C 4.2097 2.2718 -0.7817  0.021
H 5.8740 3.0175 0.3801  0.134
C 2.8264 2.1828 -0.8884  -0.139

HOMO-LUMO gap: 5.397 eV
LUMO: -7.8219 eV
largest force on an atom: 0.010 hartree/bohr
charge: +2

No. 4
Molecular formula: C8H8N2O4
Method: DFT, ωB97M-V/def2-TZVPD

Each line ends with the natural charge from an NBO analysis.
Geometry (Å):
O 2.1919 2.2224 -3.4146  -0.416
C 1.6106 1.3219 -1.4067  0.120
C -1.4555 -0.5504 0.8907  -0.610
H 1.7472 -1.3874 -0.2532  0.254
C 1.0992 -1.0228 0.5343  -0.094
N 1.1239 -1.8807 1.6839  0.527
C -0.1819 -0.3070 0.1216  -0.088
O 3.3190 2.7952 -1.6768  -0.406
C 0.9753 0.4713 0.7719  -0.265
C 0.5633 0.5807 -2.0466  -0.215
H -2.1374 0.2836 0.7389  0.226
H 0.4581 0.7000 -3.1137  0.262
C 1.7415 1.3688 -0.0600  -0.171
H -1.2641 -0.6491 1.9559  0.251
C -0.3331 -0.1069 -1.3193  -0.065
O 0.6316 -1.4835 2.7179  -0.386
H 0.8670 0.7360 1.8175  0.274
O 1.6525 -2.9582 1.5286  -0.355
N 2.4334 2.1797 -2.2290  0.475
H 2.4021 2.0887 0.3997  0.246
H -1.2182 -0.5165 -1.7803  0.220
H -1.9392 -1.4604 0.5386  0.218

HOMO-LUMO gap (spin up / spin down): 6.354 / 7.316 eV
2S+1: 3
LUMO (spin up / spin down): -0.4265 / -3.4955 eV
largest force on an atom: 0.122 hartree/bohr
charge: 0

No. 5
Molecular formula: C27H37HfN2S
Method: DFT, ωB97M-V/def2-TZVPD

Each line ends with the natural charge from an NBO analysis.
Geometry (Å):
H -3.5153 0.1762 -0.4535  0.221
H 3.9426 -0.6612 -0.0843  0.251
C 0.0460 3.4645 -1.5105  -0.157
H -3.6945 0.9900 1.7382  0.196
C 4.7709 3.1764 -0.7667  -0.225
H 1.7071 -1.4875 -2.3671  0.243
C 3.0218 -0.4816 0.5053  -0.614
H 0.3766 -0.6987 2.2309  0.320
N -0.7895 2.4212 0.4461  -0.704
H -5.1203 -2.3777 -0.5807  0.248
C -0.4892 -2.2643 -0.3980  -0.083
H -2.2931 -2.3978 -2.6897  0.209
H 5.3517 1.3515 -4.0305  0.233
C 5.0701 1.8818 -3.1522  0.045
H 2.8857 0.5884 0.5512  0.206
C -2.8227 -2.1614 3.1282  -0.588
H -1.7324 1.1823 3.3930  0.219
C 2.0685 -0.7520 -1.6441  -0.585
H -2.6000 -0.0690 -1.9699  0.157
H 3.2675 -0.7944 1.4940  0.239
C 0.4879 -1.3988 0.1190  -0.263
H -1.8598 -2.5597 3.4654  0.220
H 3.1420 -0.5395 -1.9362  0.292
C 0.2007 2.9115 1.1781  0.096
C 5.6321 2.0884 -0.9424  0.049
H -0.6201 -0.1955 3.6575  0.208
H -3.9421 -3.6329 0.1007  0.251
C 4.0331 2.8365 -3.0665  -0.242
H -4.3188 -0.4435 -1.8972  0.315
H 1.5541 0.2160 -1.7232  0.153
C -4.2113 -2.5408 0.0406  -0.617
H 6.2810 1.7738 -0.1366  0.223
H -2.1805 -0.0327 4.4921  0.271
H 2.4880 -3.0572 0.8723  0.241
H -3.7611 -3.4164 -2.2520  0.273
H -4.5654 -0.5847 1.7511  0.222
H -2.2275 -3.7712 -1.4542  0.221
H 3.4789 3.1600 -3.9206  0.251
H -4.4855 -2.0401 0.9584  0.221
H -0.3465 -3.0566 -1.1029  0.282
S 2.5888 4.5635 -1.6394  0.418
C 3.8090 3.3647 -1.7460  -0.236
H 0.2288 2.8206 2.2578  0.275
H -3.2561 -2.8046 2.3071  0.220
H -4.1460 0.3039 3.2254  0.258
C -2.8030 -2.9574 -1.9174  -0.596
C -0.1342 -0.9000 1.3035  -0.470
H -2.0379 3.3114 -1.0310  0.312
C -2.4313 -0.7236 2.5038  -0.047
H 3.4476 -2.7038 -0.5593  0.252
C -3.4279 -0.4897 -1.3244  -0.574
C -3.0726 -1.9143 -0.7645  -0.120
C -1.6562 0.0923 3.5371  -0.629
C -1.8250 -1.7724 0.0782  0.036
C 1.2324 3.6665 0.5853  -0.173
C 1.9297 -1.3763 -0.2643  -0.076
C 2.4444 -2.7448 -0.1917  -0.612
H -3.5106 -2.1041 3.9700  0.261
H 1.9931 4.0557 1.2658  0.285
H 4.8190 3.7933 0.0833  0.241
C -1.0337 2.9987 -0.7497  -0.128
C -1.5847 -0.9980 1.2715  -0.255
H 1.9019 -3.5112 -0.7101  0.225
N 5.7324 1.4215 -2.0497  -0.372
Hf -0.8288 0.4451 -0.2894  2.407
C -3.8254 0.0266 2.2416  -0.600
C 1.1906 3.9588 -0.8195  -0.092
H 0.0251 3.3744 -2.6169  0.288

HOMO-LUMO gap: 4.934 eV
LUMO: -12.1418 eV
largest force on an atom: 0.072 hartree/bohr
charge: +3

No. 6
Molecular formula: C17H25B2Br36FO2
Method: DFT, ωB97M-V/def2-TZVPD

Each line ends with the Löwdin charge.
Geometry (Å):
F 5.3075 1.8207 -4.1389  -0.036
Br -0.4332 2.3031 10.5693  0.581
H -0.0037 1.8869 8.1663  -0.051
B 4.1010 2.0536 -1.9936  0.057
Br 9.2809 3.7080 -5.5930  0.629
C 0.3698 1.4072 9.0609  -1.633
Br -3.0012 -6.3362 2.9240  0.544
H 5.2702 -3.3175 4.4895  -0.031
C 0.8396 3.6793 -2.2609  -0.230
C -10.0709 -0.7889 -4.0041  -1.653
Br -5.0362 0.3228 -2.2197  0.536
H -3.7513 4.8750 2.1546  -0.031
Br -10.8733 0.1102 -5.5125  0.570
Br 0.8970 0.5263 0.4487  0.666
C -0.2689 0.2513 5.1764  -1.596
H 0.2177 3.4096 -0.1901  0.020
Br -6.1623 -0.4957 1.2352  0.529
H 5.4202 4.9480 -4.5299  0.080
H 6.2225 1.6644 -2.3672  0.130
Br -1.1681 -3.8784 2.0086  0.506
C 9.8974 5.5345 -5.6969  -1.606
C 6.2411 4.3747 -4.1028  -0.122
C 0.2318 -6.6371 -1.2508  -1.598
H -3.6022 -1.0450 -3.7123  -0.026
Br -11.3420 -1.9152 -3.0859  0.560
Br 3.2144 -1.5064 -0.3745  0.628
Br 1.1054 1.5843 4.9182  0.566
H 0.4548 -7.5554 -1.7742  -0.031
Br -0.2129 -1.1096 3.8084  0.534
H 6.5676 3.6409 -4.8262  0.015
H 0.9349 4.9612 -0.5072  0.074
H 1.4527 -1.7172 1.3508  -0.102
C -6.0925 -8.5250 1.3433  -1.646
Br -7.0636 -9.9838 2.1529  0.571
Br -1.8752 0.3539 -2.6236  0.597
Br 6.4330 -1.4786 3.3059  0.576
Br -1.1077 -7.0369 0.0809  0.530
Br 11.8226 5.6301 -5.8062  0.566
C 1.0193 3.8998 -0.7448  -0.080
Br -4.0423 2.5439 1.3738  0.545
H -7.7523 -1.7841 -0.1530  -0.023
C -2.1193 -4.7058 3.4718  -1.579
Br 2.2901 1.5983 9.0529  0.567
Br -6.0400 -8.6817 -0.5801  0.566
H 1.9830 3.5586 -0.3644  0.072
C -3.1160 4.2248 1.5710  -1.612
H -1.3847 -4.9778 4.2163  -0.023
Br -2.8356 5.0834 -0.1364  0.578
H 4.2153 1.9123 -0.8123  0.080
Br 0.1593 -2.3821 -0.6623  0.497
H 0.4633 4.6060 -2.6932  0.120
C 5.4310 2.2640 -2.8309  -0.320
H 1.3913 0.7072 -1.9915  -0.027
C -3.4815 -0.7143 -2.6909  -1.590
Br -8.5035 0.5084 -0.7118  0.577
B 2.5547 2.1017 -2.6364  -0.549
O 1.7596 0.9535 -2.8432  0.070
C 1.4308 -1.3279 0.3414  -1.552
H -5.0726 -8.5870 1.6953  -0.055
Br -3.3578 -2.2867 -1.5735  0.547
O 2.0578 3.3886 -2.9299  0.032
H -9.7590 -0.0267 -3.3053  -0.094
H 7.0889 5.0369 -3.9200  -0.029
H 0.0779 2.9134 -2.4301  0.089
Br 5.0871 -4.1397 2.1600  0.558
Br -0.4312 -5.3824 -2.5613  0.555
Br -2.0219 1.0487 5.3066  0.570
H -0.0679 -0.2353 6.1213  -0.090
H 4.9526 4.3170 -2.3743  0.103
Br 1.8713 -6.0192 -0.4385  0.560
C 5.8200 3.7616 -2.7472  -0.170
H 9.5054 5.9519 -6.6128  -0.029
Br -6.7862 -6.8116 1.8988  0.547
Br -1.4627 4.0119 2.5484  0.556
C -7.8820 -0.9017 0.4579  -1.602
C 5.0584 -2.8097 3.5599  -1.616
Br -3.3574 -3.4823 4.3074  0.577
Br -0.1583 -0.4503 8.9757  0.587
Br 9.2128 6.6170 -4.2473  0.607
H 6.6196 3.9133 -2.0243  0.110
Br -9.1934 -1.3295 1.8071  0.583
Br 3.3128 -2.0026 3.7328  0.560
Br -8.4889 -1.7696 -4.5177  0.553

HOMO-LUMO gap: 9.061 eV
LUMO: -0.3596 eV
largest force on an atom: 0.028 hartree/bohr
charge: 0